Molecular formula: C3H2N2O2
Method: DFT, wB97M-V/def2-TZVPD

Total charge: 0
LUMO energy: -1.0505 eV
SMILES: O=Cc1conn1
Electronic energy: -10213.2125 eV

Last column: Löwdin charge in e.
Cartesian coordinates (Å):
O (-2.61, -0.43, -0.26)  -0.0355
C (-1.75, 0.46, 0.21)  -0.1635
C (-0.33, 0.17, 0.17)  -0.1816
C (0.74, 1.07, -0.18)  0.0018
O (1.97, 0.37, -0.07)  -0.0012
N (1.64, -0.81, 0.07)  -0.1054
N (0.43, -1.13, 0.07)  0.1192
H (-2.16, 1.57, 0.79)  0.1927
H (0.78, 2.26, -0.28)  0.1735

***

Molecular formula: C45H95FO17P5
Method: DFT, wB97M-V/def2-TZVPD

Total charge: -1
LUMO energy: 1.2926 eV
Electronic energy: -132177.1903 eV

Last column: Löwdin charge in e.
Cartesian coordinates (Å):
C (1.97, 1.18, 2.90)  -0.1020
C (2.03, 2.62, 3.48)  -0.2368
C (2.71, 3.64, 2.51)  -0.2115
C (1.76, 4.84, 2.21)  -0.2172
C (0.86, 4.51, 0.98)  -0.2108
C (-0.40, 5.40, 1.05)  -0.1981
C (-1.60, 4.94, 0.16)  -0.1987
C (-1.42, 3.58, -0.53)  -0.2309
C (-2.71, 3.06, -1.19)  -0.1928
C (-3.87, 2.73, -0.21)  -0.1566
C (-3.91, 1.20, 0.06)  -0.0891
C (-3.88, 0.77, 1.55)  -0.3878
C (-2.49, 1.10, 2.21)  -0.2586
C (-2.32, 2.54, 2.70)  -0.0155
F (-1.47, 0.71, 1.32)  -0.0246
O (-4.96, 1.49, 2.10)  -0.3182
P (-5.93, 0.54, 3.23)  0.4696
C (-5.16, 1.43, 4.74)  -0.2283
C (-7.03, -0.70, 4.21)  -0.3004
C (-7.39, -0.33, 5.67)  -0.2493
C (-6.39, -0.89, 6.71)  -0.2750
O (-6.30, -0.03, 7.85)  -0.1033
P (-7.45, 2.25, 3.19)  0.7623
C (-7.65, 2.72, 1.40)  -0.3448
O (-8.99, 1.66, 3.61)  -0.4084
O (-4.72, -0.72, 3.18)  -0.2856
C (-4.06, -0.75, 1.91)  -0.2690
C (-4.86, -1.71, 1.00)  -0.1072
O (-4.56, -1.67, -0.41)  -0.0492
C (-3.27, -1.94, -0.75)  -0.2862
C (-2.85, -1.40, -1.97)  -0.0535
C (-1.57, -1.54, -2.45)  -0.0884
C (-0.62, -2.25, -1.70)  -0.0939
C (-1.05, -2.82, -0.51)  -0.0858
C (-2.34, -2.68, -0.03)  -0.0171
H (2.28, 0.44, 3.65)  0.0619
H (0.95, 0.92, 2.61)  0.0554
H (2.58, 1.06, 2.00)  0.0598
H (1.01, 2.93, 3.74)  0.0893
H (2.60, 2.60, 4.42)  0.0937
H (3.65, 3.94, 2.99)  0.0915
H (2.91, 3.17, 1.54)  0.0938
H (2.27, 5.81, 2.13)  0.1052
H (1.08, 4.91, 3.07)  0.0913
H (1.48, 4.76, 0.10)  0.1175
H (0.67, 3.44, 1.05)  0.0953
H (-0.70, 5.54, 2.10)  0.0983
H (-0.10, 6.40, 0.69)  0.1046
H (-1.73, 5.69, -0.64)  0.1050
H (-2.52, 4.96, 0.76)  0.0950
H (-0.68, 3.73, -1.34)  0.1142
H (-1.02, 2.79, 0.11)  0.0796
H (-2.44, 2.22, -1.84)  0.1031
H (-3.07, 3.86, -1.87)  0.1028
H (-4.79, 2.97, -0.76)  0.1011
H (-3.88, 3.34, 0.69)  0.0852
H (-4.85, 0.80, -0.36)  0.1235
H (-3.11, 0.70, -0.50)  0.0885
H (-2.36, 0.45, 3.09)  0.1379
H (-1.99, 2.51, 3.75)  0.0800
H (-1.56, 3.11, 2.16)  0.0547
H (-3.25, 3.12, 2.70)  0.0740
H (-6.67, 0.10, 2.05)  0.0143
H (-4.44, 2.16, 4.36)  0.0155
H (-5.91, 2.04, 5.27)  -0.0100
H (-4.61, 0.77, 5.42)  0.0336
H (-6.55, -1.69, 4.22)  0.0718
H (-7.97, -0.81, 3.66)  0.0540
H (-8.34, -0.85, 5.89)  0.0987
H (-7.60, 0.73, 5.84)  0.0818
H (-5.39, -1.03, 6.28)  0.0974
H (-6.76, -1.85, 7.09)  0.1095
H (-6.00, 0.83, 7.53)  0.0633
H (-8.07, 1.84, 0.87)  0.0223
H (-6.70, 3.01, 0.95)  0.0059
H (-8.40, 3.52, 1.28)  0.0143
H (-9.45, 1.33, 2.83)  0.0228
H (-3.14, -1.28, 2.19)  0.1331
H (-4.64, -2.73, 1.35)  0.1210
H (-5.94, -1.60, 1.10)  0.1119
H (-3.56, -0.84, -2.58)  0.1138
H (-1.30, -1.08, -3.40)  0.1071
H (0.40, -2.34, -2.05)  0.0828
H (-0.34, -3.38, 0.10)  0.1042
H (-2.63, -3.12, 0.92)  0.1085
O (-5.08, -3.54, -7.55)  -0.2256
P (-4.14, -2.40, -7.74)  0.5700
O (-2.72, -3.14, -8.09)  -0.1981
C (-2.64, -4.07, -9.15)  -0.2943
C (-2.47, -3.39, -10.50)  -0.0801
O (-3.86, -1.96, -6.20)  -0.2064
C (-4.74, -2.34, -5.14)  -0.2776
C (-4.23, -3.58, -4.44)  -0.0649
O (-3.61, -0.90, -8.19)  -0.1789
C (-4.04, -0.30, -9.42)  -0.2868
C (-5.47, -0.63, -9.79)  -0.0916
H (-3.52, -4.73, -9.16)  0.1074
H (-1.77, -4.70, -8.95)  0.1175
H (-3.39, -2.86, -10.78)  0.0593
H (-2.26, -4.12, -11.28)  0.0761
H (-1.66, -2.66, -10.46)  0.0819
H (-5.76, -2.49, -5.51)  0.1033
H (-4.77, -1.51, -4.43)  0.1038
H (-4.01, -4.39, -5.14)  0.0736
H (-4.95, -3.94, -3.70)  0.0833
H (-3.29, -3.37, -3.92)  0.0609
H (-3.36, -0.59, -10.22)  0.1016
H (-3.94, 0.78, -9.30)  0.1197
H (-5.60, -1.70, -9.97)  0.0672
H (-5.77, -0.10, -10.69)  0.0818
H (-6.15, -0.36, -8.98)  0.0881
O (3.15, -4.41, -1.32)  -0.2232
P (4.59, -4.62, -1.63)  0.5710
O (5.37, -3.77, -0.47)  -0.1988
C (5.08, -4.00, 0.91)  -0.2863
C (5.86, -5.19, 1.44)  -0.0782
O (4.79, -3.62, -2.90)  -0.2105
C (3.67, -3.14, -3.64)  -0.2884
C (3.23, -1.78, -3.15)  -0.0782
O (5.96, -5.41, -2.13)  -0.1812
C (6.18, -6.79, -1.80)  -0.2870
C (4.91, -7.62, -1.78)  -0.0907
H (4.01, -4.14, 1.06)  0.1098
H (5.38, -3.10, 1.44)  0.1177
H (5.49, -6.12, 1.01)  0.0595
H (5.76, -5.26, 2.53)  0.0782
H (6.92, -5.11, 1.19)  0.0819
H (2.85, -3.86, -3.61)  0.1027
H (3.98, -3.07, -4.69)  0.1139
H (3.08, -1.78, -2.07)  0.0738
H (2.31, -1.47, -3.63)  0.0732
H (4.00, -1.04, -3.35)  0.0750
H (6.71, -6.86, -0.85)  0.1023
H (6.85, -7.19, -2.56)  0.1181
H (4.23, -7.28, -0.98)  0.0688
H (5.14, -8.67, -1.59)  0.0824
H (4.38, -7.54, -2.73)  0.0874
O (8.18, 3.73, 2.20)  -0.2224
P (8.59, 2.75, 3.24)  0.5713
O (9.98, 2.10, 2.63)  -0.1990
C (11.05, 2.96, 2.24)  -0.2930
C (11.91, 3.35, 3.44)  -0.0795
O (7.56, 1.52, 2.94)  -0.2081
C (6.36, 1.74, 2.19)  -0.2850
C (6.56, 1.37, 0.73)  -0.0671
O (8.82, 2.09, 4.74)  -0.1797
C (9.23, 2.91, 5.85)  -0.2858
C (8.66, 4.31, 5.81)  -0.0901
H (10.68, 3.85, 1.73)  0.1080
H (11.66, 2.40, 1.53)  0.1175
H (11.36, 4.02, 4.10)  0.0598
H (12.81, 3.87, 3.11)  0.0768
H (12.19, 2.47, 4.01)  0.0818
H (6.01, 2.76, 2.30)  0.0942
H (5.59, 1.09, 2.62)  0.1144
H (7.44, 1.87, 0.31)  0.0734
H (5.69, 1.64, 0.14)  0.0761
H (6.73, 0.30, 0.63)  0.0742
H (10.32, 2.93, 5.89)  0.1017
H (8.89, 2.40, 6.75)  0.1195
H (9.03, 4.87, 4.94)  0.0679
H (8.95, 4.86, 6.71)  0.0828
H (7.57, 4.28, 5.75)  0.0885

***

Molecular formula: C4H26N2O9
Method: DFT, wB97M-V/def2-TZVPD

Total charge: 0
LUMO energy: -0.0076 eV
SMILES: CC(C)NC(N)=O.O.O.O.O.O.O.O.O
Electronic energy: -25978.2403 eV

Last column: Löwdin charge in e.
Cartesian coordinates (Å):
C (-1.57, -0.83, 0.71)  -0.0486
C (-1.38, 0.65, 0.48)  -0.3549
C (-2.48, 1.20, -0.49)  -0.0281
N (-0.06, 0.96, -0.14)  0.0957
C (0.21, 0.66, -1.43)  -0.5848
N (0.90, 1.69, -2.09)  0.1462
O (-0.07, -0.35, -2.05)  0.0456
H (-2.23, -0.96, 1.58)  0.0853
H (-1.95, -1.44, -0.10)  0.0583
H (-0.62, -1.26, 1.05)  0.0686
H (-1.44, 1.25, 1.37)  0.0919
H (-2.11, 1.33, -1.51)  0.0544
H (-2.69, 2.22, -0.17)  0.0756
H (-3.36, 0.56, -0.55)  0.0767
H (0.32, 1.79, 0.30)  0.0925
H (1.51, 2.26, -1.53)  0.0724
H (1.20, 1.53, -3.04)  0.1057
O (1.02, -3.44, 2.65)  -0.0507
H (0.31, -4.09, 2.63)  0.0450
H (0.67, -2.62, 3.00)  0.0339
O (-0.06, 2.27, 2.65)  -0.0524
H (-0.79, 2.42, 3.26)  0.0524
H (0.69, 2.00, 3.20)  0.0293
O (-1.89, -4.16, -0.84)  -0.0661
H (-1.10, -4.66, -1.01)  0.0274
H (-1.80, -3.22, -1.01)  -0.0184
O (-0.32, -2.95, -2.80)  -0.0768
H (-0.07, -2.05, -2.55)  -0.0129
H (-1.16, -2.97, -3.26)  0.0381
O (2.50, -2.30, 0.39)  -0.0664
H (2.68, -3.09, 0.90)  0.0155
H (1.62, -2.42, 0.01)  0.0186
O (2.68, 0.87, 2.76)  -0.0340
H (3.20, 0.15, 3.10)  0.0540
H (2.43, 0.81, 1.84)  0.0131
O (2.42, 3.01, 0.44)  -0.0365
H (2.83, 3.75, 0.91)  0.0604
H (2.81, 2.23, 0.85)  0.0158
O (-1.28, 3.16, -3.40)  -0.0630
H (-0.56, 2.55, -3.57)  -0.0031
H (-1.05, 3.50, -2.53)  0.0244

***

Molecular formula: CH4N2O2
Method: DFT, wB97M-V/def2-TZVPD

Total charge: 0
LUMO energy: -0.2482 eV
Electronic energy: -8171.2279 eV

Last column: Löwdin charge in e.
Cartesian coordinates (Å):
C (0.41, 0.91, 0.04)  -0.2895
H (-1.83, -1.17, -0.48)  0.2941
H (-1.42, 0.78, 0.74)  0.1385
H (0.36, 1.98, -0.18)  0.1225
H (0.77, -1.26, -0.18)  0.0230
N (-0.89, 0.37, -0.06)  -0.0591
N (1.57, 0.49, -0.01)  0.0523
O (-0.72, -1.09, 0.08)  -0.1693
O (1.74, -1.01, 0.05)  -0.1124

***

Among the records above, which one has the lowest LUMO energy? C3H2N2O2